Computed, not measured: a molecular structure, C16H48BeO8S8 in a non-equilibrium geometry, with ωB97M-V/def2-TZVPD.

Structure (XYZ):
```
81
Properties=species:S:1:pos:R:3:forces:R:3:lowdin_charge:R:1
Be -0.199 0.534 -0.055 -0.14 0.26 0.04 0.716
C 0.757 -4.280 -0.698 0.03 0.11 -0.12 -0.247
S 0.526 -3.212 0.775 -1.20 1.62 -0.56 0.844
O -0.294 -1.964 0.393 0.91 -2.15 0.35 -0.579
C -0.638 -4.198 1.751 -0.26 -0.38 -0.22 -0.244
H -0.143 -4.747 -1.099 -0.12 0.05 0.32 0.054
H 1.528 -5.025 -0.498 -0.18 -0.18 0.35 0.052
H 1.181 -3.667 -1.493 -0.15 0.38 0.18 0.032
H -1.584 -4.344 1.230 0.10 0.19 -0.35 0.058
H -0.871 -3.632 2.652 0.32 0.04 -0.01 0.035
H -0.256 -5.188 2.001 0.28 0.10 0.09 0.056
C 1.896 4.141 2.199 -0.23 -1.44 -1.40 -0.214
S 2.452 3.425 0.551 -0.01 -2.35 1.09 0.888
O 1.554 2.222 0.174 1.05 2.50 0.51 -0.637
C 3.954 2.515 1.237 -0.50 0.93 -1.22 -0.253
H 2.706 4.680 2.690 -0.25 0.16 -0.21 0.055
H 1.624 3.218 2.711 -0.05 0.25 0.34 0.005
H 0.981 4.677 1.945 0.25 0.33 0.36 0.050
H 4.711 3.226 1.567 -0.07 -0.07 0.19 0.050
H 4.296 2.018 0.329 0.21 0.05 0.15 0.003
H 3.687 1.748 1.964 -0.27 0.41 0.12 0.007
C 1.499 3.414 -3.460 0.19 0.62 -0.27 -0.249
S 1.841 1.692 -3.046 -1.05 0.27 1.67 0.847
O 0.670 1.177 -2.199 0.89 0.11 -1.71 -0.610
C 1.756 1.014 -4.723 -0.55 -0.19 1.00 -0.249
H 1.775 4.132 -2.688 0.21 -0.51 0.37 0.045
H 0.460 3.645 -3.691 -0.12 -0.60 -0.15 0.059
H 2.126 3.639 -4.322 -0.03 0.05 -0.14 0.051
H 2.714 1.215 -5.202 -0.24 -0.03 -0.19 0.057
H 0.860 1.354 -5.242 0.23 0.09 -0.16 0.063
H 1.635 -0.038 -4.464 0.17 -0.17 -0.47 0.037
C 3.781 -1.835 -1.051 0.06 -0.93 -0.91 -0.263
S 3.532 -0.545 0.134 -1.25 -0.09 -0.14 0.859
O 2.030 -0.460 0.339 1.65 -0.56 0.48 -0.599
C 4.411 -1.472 1.421 0.67 -0.56 0.01 -0.254
H 4.834 -2.113 -1.000 0.08 0.36 -0.73 0.055
H 3.395 -1.522 -2.021 0.62 0.47 -0.11 0.056
H 3.259 -2.785 -0.937 -0.37 0.11 1.01 0.043
H 5.359 -1.806 0.999 0.16 0.38 -0.40 0.048
H 3.938 -2.435 1.614 -0.50 0.29 0.52 0.057
H 4.732 -0.889 2.284 -0.75 0.01 0.15 0.058
C 1.546 -1.260 3.513 -0.53 -0.82 -0.73 -0.269
S 1.539 0.530 3.288 -1.21 0.72 0.11 0.864
O 0.342 0.887 2.393 1.74 -0.79 2.15 -0.561
C 1.110 0.797 5.090 -0.46 -0.84 0.98 -0.240
H 1.959 -1.743 2.628 -0.03 0.36 -0.08 -0.013
H 0.487 -1.516 3.527 -0.08 -0.07 0.07 0.034
H 2.029 -1.715 4.378 0.15 0.69 0.23 0.072
H 0.440 0.027 5.471 -1.00 -0.04 -0.86 0.035
H 0.714 1.743 5.458 0.12 0.26 -0.87 0.055
H 1.863 0.501 5.821 1.29 0.47 -0.67 0.049
C -3.775 -1.079 -3.222 0.42 0.64 0.37 -0.219
S -1.921 -0.787 -3.086 -1.35 -1.10 0.70 0.846
O -1.776 -0.565 -1.604 0.13 0.18 -0.54 -0.628
C -1.414 -2.557 -3.318 -0.09 0.78 0.14 -0.229
H -4.086 -1.607 -4.124 0.05 0.22 0.04 0.053
H -4.235 -0.099 -3.097 0.21 0.33 -0.93 0.013
H -4.199 -1.508 -2.314 0.75 -0.93 0.07 0.053
H -1.666 -2.974 -2.343 0.01 -0.28 -0.16 0.043
H -0.338 -2.587 -3.490 -0.02 0.12 0.16 0.037
H -1.907 -3.041 -4.162 -0.18 0.10 0.14 0.051
C -2.639 -0.967 3.714 -1.11 -0.34 -1.41 -0.191
S -3.320 0.116 2.295 2.33 0.44 -0.68 0.901
O -2.076 0.461 1.442 -2.25 -0.60 0.96 -0.623
C -4.316 -1.020 1.213 0.39 -0.42 0.18 -0.241
H -2.831 -1.973 3.341 -0.05 -0.21 0.44 0.026
H -3.223 -0.732 4.604 0.10 -0.13 -0.07 0.040
H -1.564 -0.874 3.866 -0.23 0.65 -0.35 0.018
H -3.592 -1.587 0.628 0.12 0.12 -0.09 0.043
H -4.934 -0.406 0.558 0.35 0.31 0.11 0.020
H -5.025 -1.717 1.659 0.22 0.10 0.68 0.051
C -3.138 4.088 -2.361 0.14 -0.96 -0.49 -0.211
S -2.665 2.298 -1.880 0.41 1.57 0.52 0.831
O -1.772 2.353 -0.667 -0.58 0.06 -0.89 -0.559
C -4.319 1.936 -1.268 -0.63 0.58 0.02 -0.265
H -2.263 4.649 -2.690 0.19 -0.27 0.28 0.038
H -3.710 4.679 -1.646 0.21 -0.41 0.43 0.054
H -3.761 3.966 -3.247 -0.09 -0.10 -0.09 0.040
H -5.115 2.168 -1.975 0.28 -0.05 -0.56 0.060
H -4.467 2.688 -0.494 0.02 -0.55 0.58 0.062
H -4.452 0.895 -0.973 0.46 0.28 0.28 0.019
```
Positions in Å, forces in eV/Å.

Computed properties:
E_HOMO (spin up / spin down) = -5.54 / -10.30 eV
maximum force = 2.87 eV Å⁻¹
charge = +1
2S+1 = 2
orbital gap (spin up / spin down) = 3.9 / 8.7 eV
⟨S²⟩ = 0.751
total energy = -4439.9568 Ha

=====

Computed, not measured: 8 unconnected molecules or ions with the total composition C16H48F3N9O10S in a non-equilibrium geometry, with ωB97M-V/def2-TZVPD.

Structure (XYZ):
```
87
Properties=species:S:1:pos:R:3:forces:R:3:lowdin_charge:R:1
O 0.628 -0.550 -1.152 0.14 0.83 -0.51 0.403
H -0.178 -0.376 -0.661 -0.66 -0.02 1.01 0.190
H 1.191 -1.246 -0.806 0.58 -0.96 0.68 0.199
H 0.370 -0.756 -2.054 -0.06 -0.32 -1.27 0.192
C 3.295 -7.404 0.428 -4.32 0.95 -3.13 -0.730
F 2.209 -8.045 0.999 1.45 0.51 -0.11 0.083
F 3.818 -6.579 1.248 1.40 0.68 2.17 0.181
F 4.102 -8.259 -0.076 1.89 -2.03 0.34 0.173
S 2.690 -6.395 -1.076 -1.43 2.15 -3.42 0.462
O 3.731 -6.252 -2.114 0.41 -0.91 1.80 -0.385
O 1.524 -7.050 -1.656 0.32 -0.83 1.13 -0.369
O 2.345 -5.075 -0.547 0.20 -0.12 1.18 -0.411
C 6.830 -1.359 -1.417 -3.89 -1.31 -1.56 -0.805
O 5.687 -0.993 -1.614 -1.34 1.22 0.22 0.002
N 7.175 -2.616 -1.569 1.88 -3.50 -0.18 0.165
N 7.842 -0.619 -1.144 3.37 2.96 1.18 0.167
H 6.596 -3.414 -1.789 -0.34 0.61 0.06 0.131
H 8.174 -2.769 -1.589 -0.40 -0.70 -0.06 0.100
H 7.730 0.382 -1.079 0.36 -0.38 0.07 0.128
H 8.702 -1.130 -1.004 0.14 1.17 0.22 0.113
C -0.523 -2.610 -6.412 0.41 1.43 1.56 -0.861
O -0.570 -2.029 -5.365 -0.21 0.77 3.28 0.028
N -0.657 -2.009 -7.519 -1.10 4.01 -6.06 0.162
N -0.257 -3.838 -6.647 1.21 -6.09 1.35 0.176
H -0.751 -1.005 -7.567 -0.06 -0.38 -0.04 0.130
H -0.573 -2.560 -8.361 -0.19 0.85 -0.07 0.115
H -0.027 -4.180 -7.569 0.00 -0.09 0.61 0.120
H 0.006 -4.370 -5.829 0.01 -0.42 -0.38 0.134
C 4.970 2.494 -5.462 -0.22 3.01 -3.39 -0.792
O 5.257 3.395 -6.244 0.46 0.80 0.94 0.023
N 4.212 2.541 -4.402 -2.35 2.13 4.35 0.149
N 5.103 1.262 -5.774 1.56 -5.83 -1.29 0.157
H 3.906 3.433 -4.040 0.22 -0.20 -0.07 0.118
H 4.183 1.754 -3.768 0.03 0.46 0.02 0.104
H 5.700 0.942 -6.523 -0.23 0.15 0.28 0.130
H 4.678 0.618 -5.122 0.59 -0.58 -0.79 0.110
C 0.659 2.218 6.231 -0.67 -0.61 -0.19 -0.060
C 2.072 2.308 5.762 1.52 0.70 -0.07 -0.457
C 2.169 2.039 4.245 0.32 -0.92 0.80 -0.184
O 1.591 0.777 3.945 -1.52 0.83 -0.87 -0.220
C 2.403 -0.344 4.025 0.91 0.04 -0.12 -0.118
N 2.615 3.615 6.139 -0.33 0.48 -0.12 0.028
H 0.150 1.400 5.722 0.06 -0.15 0.09 0.074
H 0.133 3.114 5.903 -0.14 0.22 0.36 0.082
H 0.581 2.036 7.303 -0.04 0.40 -0.05 0.087
H 2.749 1.678 6.338 -0.31 -0.89 -0.31 0.133
H 3.197 2.023 3.881 0.34 0.22 0.18 0.119
H 1.662 2.846 3.716 -0.39 -0.19 -0.16 0.124
H 1.848 -1.235 3.731 -0.27 0.10 0.48 0.092
H 2.843 -0.405 5.020 0.02 -0.52 0.11 0.090
H 3.213 -0.290 3.297 0.40 0.15 -0.09 0.083
H 1.993 4.348 5.831 -0.09 0.25 -0.04 0.061
H 3.517 3.805 5.725 0.18 -0.14 -0.04 0.067
C -3.740 -2.742 2.614 -0.87 0.85 -0.66 -0.053
C -4.201 -1.239 2.688 0.22 -0.71 0.28 -0.421
C -4.545 -0.799 4.132 1.00 -0.79 0.07 -0.222
O -4.793 0.561 4.332 -0.98 0.98 -2.50 -0.202
C -5.197 0.938 5.609 0.06 -0.85 0.31 -0.109
N -3.142 -0.420 2.118 -0.16 0.18 0.17 0.025
H -2.731 -2.957 2.968 -0.16 0.30 0.58 0.074
H -3.681 -2.989 1.554 -0.11 0.07 -0.12 0.069
H -4.491 -3.418 3.024 0.21 -0.02 0.32 0.072
H -5.078 -1.098 2.057 -0.18 -0.21 0.01 0.135
H -3.649 -0.932 4.739 0.28 -1.06 0.28 0.125
H -5.332 -1.492 4.429 -0.39 0.29 0.62 0.126
H -5.518 1.979 5.659 0.35 -0.01 -0.34 0.091
H -4.333 0.743 6.245 -0.19 0.20 0.75 0.089
H -6.052 0.326 5.897 -0.06 -0.09 0.42 0.088
H -3.566 0.497 2.118 0.31 0.59 -0.22 0.058
H -2.496 -0.388 2.894 0.82 0.33 -0.06 0.063
C -4.222 2.612 -3.728 0.41 -0.39 1.37 -0.064
C -5.232 2.921 -2.553 0.50 0.10 -2.38 -0.403
C -4.794 4.227 -1.817 -0.63 -2.06 0.03 -0.212
O -3.705 3.779 -1.067 1.59 0.01 0.96 -0.225
C -3.637 4.239 0.292 -1.62 0.05 -1.34 -0.072
N -6.492 3.022 -3.276 0.17 0.47 0.03 0.017
H -4.345 1.625 -4.173 -0.44 0.00 0.14 0.072
H -3.208 2.612 -3.328 0.14 0.23 -0.06 0.062
H -4.281 3.337 -4.540 -0.12 0.23 0.15 0.072
H -5.312 2.041 -1.915 0.40 0.39 0.53 0.136
H -5.642 4.544 -1.210 -0.04 0.16 0.42 0.113
H -4.533 5.054 -2.478 0.09 -0.03 -0.30 0.127
H -2.899 3.689 0.876 0.18 0.31 -0.38 0.086
H -4.633 4.019 0.676 -0.02 0.04 0.72 0.079
H -3.556 5.325 0.247 0.58 0.08 0.60 0.088
H -7.240 3.364 -2.689 -0.19 0.14 0.11 0.066
H -6.239 3.750 -3.929 -0.98 0.25 -0.57 0.058
```
Positions in Å, forces in eV/Å.

Computed properties:
energy relative to the best compared isomer or geometry (same formula, charge and spin) = 705.84 kJ/mol
E_HOMO = -7.29 eV
maximum force = 7.35 eV Å⁻¹
charge = 0
2S+1 = 1
orbital gap = 5.2 eV
total energy = -2581.1951 Ha

=====

Computed, not measured: a molecular structure, C16H48O8 in a non-equilibrium geometry, with ωB97M-V/def2-TZVPD.

Structure (XYZ):
```
72
Properties=species:S:1:pos:R:3:forces:R:3:lowdin_charge:R:1
C 24.327 2.595 10.321 5.07 -1.58 -0.69 -0.122
C 25.600 1.835 10.579 0.30 -3.43 -4.74 -0.319
O 26.011 1.876 11.942 1.92 -3.65 0.57 -0.015
H 23.925 2.496 9.225 1.58 0.96 4.13 0.082
H 24.593 3.741 10.772 -0.08 -5.87 -0.61 0.142
H 23.467 2.375 10.874 2.98 -8.57 0.38 0.050
H 26.535 2.228 9.858 -2.75 -2.99 1.18 0.166
H 25.435 0.871 10.175 -0.24 -2.17 0.65 0.096
H 26.811 1.224 11.958 -2.10 1.73 0.40 0.183
C 20.132 6.889 6.618 3.02 -5.23 0.23 -0.030
C 20.864 6.481 7.908 -2.09 -4.13 -4.29 -0.254
O 21.930 5.582 7.665 -5.99 4.12 -14.56 0.040
H 20.661 7.302 5.834 1.36 1.47 -1.15 0.052
H 19.266 7.275 6.809 -4.79 3.54 1.37 0.001
H 19.698 5.968 6.134 0.94 0.09 0.51 0.104
H 20.140 6.058 8.567 -1.05 -1.13 0.31 0.100
H 21.202 7.156 8.493 2.54 5.81 3.24 0.036
H 22.204 5.371 8.380 6.12 -4.50 14.22 -0.144
C 24.357 2.163 7.523 1.87 1.64 -0.73 -0.089
C 24.184 1.232 6.386 2.20 -1.68 0.48 -0.253
O 25.450 0.515 6.030 0.59 -0.51 0.56 -0.141
H 24.809 3.147 7.136 -0.59 -1.25 0.83 0.132
H 25.062 1.739 8.273 -0.34 0.15 -1.11 0.071
H 23.453 2.430 8.086 -0.40 -0.25 -1.77 0.076
H 23.670 1.651 5.555 0.49 0.48 -1.20 0.110
H 23.606 0.433 6.653 -2.15 -1.90 1.04 0.074
H 25.757 -0.284 6.626 -1.78 2.72 -1.37 0.135
C 22.534 1.556 14.053 -0.39 1.64 2.31 -0.106
C 22.651 0.148 13.627 4.99 -2.69 -1.50 -0.355
O 22.523 -0.780 14.716 -1.52 -1.16 0.27 -0.123
H 22.777 2.339 13.347 0.53 -0.37 -0.71 0.049
H 23.072 1.922 15.048 -1.06 -1.45 -2.00 0.136
H 21.479 1.690 14.165 -0.92 0.56 0.75 0.058
H 23.787 -0.051 13.417 -1.62 0.77 -0.58 0.121
H 22.148 -0.158 12.654 -0.06 0.60 1.44 0.128
H 22.492 -1.747 14.450 0.08 2.12 -0.01 0.113
C 27.387 4.964 9.028 0.54 1.86 -2.18 -0.075
C 27.505 4.008 10.202 -1.70 5.93 2.62 -0.286
O 26.206 3.685 10.608 3.48 9.38 -0.67 -0.275
H 28.499 5.130 8.625 -2.61 0.24 0.69 0.117
H 26.684 5.950 9.064 2.40 -1.81 1.18 0.105
H 26.776 4.596 8.181 0.74 -1.03 0.24 0.054
H 28.068 4.550 11.087 -0.70 -1.13 -1.67 0.161
H 27.946 3.142 9.976 2.57 -3.38 -1.29 0.059
H 26.270 3.093 11.335 0.79 0.73 2.30 -0.034
C 20.645 7.214 13.043 -12.68 1.66 2.42 -0.021
C 20.039 8.141 11.964 1.51 -2.65 1.39 -0.308
O 20.826 9.254 11.858 0.13 3.71 -2.34 -0.090
H 20.030 6.232 13.026 0.48 1.43 0.02 0.117
H 20.537 7.539 14.071 0.52 0.50 -0.09 0.092
H 21.435 6.905 12.763 11.06 -3.35 -3.10 -0.072
H 19.166 8.589 12.182 -3.90 0.22 1.54 0.074
H 19.850 7.589 11.059 0.53 -0.33 -0.84 0.103
H 20.195 9.913 11.400 2.19 -1.04 1.03 0.158
C 25.241 7.825 10.773 -0.85 6.18 -2.15 -0.072
C 23.797 8.379 10.863 0.11 4.08 -0.36 -0.301
O 23.545 8.844 12.206 -1.67 -1.29 0.55 -0.152
H 25.918 8.547 11.381 -1.02 -0.62 -1.56 0.114
H 25.491 7.781 9.682 0.25 -0.21 1.16 0.080
H 25.385 7.017 11.304 0.28 -4.94 2.13 -0.011
H 22.967 7.828 10.340 0.85 -0.18 0.92 0.101
H 23.658 9.522 10.516 1.15 -2.67 -1.55 0.146
H 22.640 9.237 12.074 1.02 -0.47 0.91 0.046
C 21.571 4.481 10.903 -3.92 -1.34 -0.15 -0.063
C 22.948 4.090 10.899 -1.97 8.11 2.08 -0.417
O 23.509 4.666 9.753 -0.92 2.27 -1.77 -0.096
H 20.928 3.933 10.079 1.29 1.64 1.01 0.146
H 21.294 5.497 11.166 0.11 0.36 -1.00 0.054
H 21.198 3.963 11.759 -0.71 -0.51 1.04 0.063
H 23.133 3.081 10.953 -5.06 5.03 1.84 -0.064
H 23.512 4.639 11.783 -1.20 -1.28 -0.72 0.192
H 24.448 4.522 9.879 0.29 1.01 -1.49 0.050
```
Positions in Å, forces in eV/Å.

Computed properties:
energy relative to the best compared isomer or geometry (same formula, charge and spin) = 2238.35 kJ/mol
E_HOMO = -8.71 eV
maximum force = 16.27 eV Å⁻¹
charge = 0
2S+1 = 1
orbital gap = 9.0 eV
total energy = -1239.4555 Ha